1.
ORCA calculation (ωB97M-V/def2-TZVPD) on C4H6FNO as an isolated structure.

Relative energy (zero: lowest compared OMol25 entry of this formula, charge and spin): 106.7 kcal per mole
HOMO energy: -9.09 eV

ORCA input file:
```
! RIJCOSX wB97M-V def2-TZVPD def2/J DEFGRID3
* xyz 0 1
C 0.73613 -1.25334 0.77146
C 0.33777 -1.66617 -0.40405
C 0.85981 0.71137 0.37319
C -1.29809 1.06729 -0.35782
N 0.07264 0.64591 -0.76725
O 0.02734 -0.71899 -1.31856
F 2.20447 0.92279 0.11506
H 0.91370 -1.77842 1.79235
H 0.38789 -2.72177 -0.69337
H 0.53634 1.27531 1.11970
H -1.21295 2.09873 -0.12698
H -2.13850 0.95402 -1.03728
H -1.42656 0.46328 0.53355
*
```



2.
ORCA calculation (ωB97M-V/def2-TZVPD) on C23H36P2Pt as an isolated structure.

Relative energy (zero: lowest compared OMol25 entry of this formula, charge and spin): 0.0 kcal per mole
HOMO energy (spin up / spin down): -5.21 / -6.58 eV

ORCA input file:
```
! RIJCOSX wB97M-V def2-TZVPD def2/J DEFGRID3
* xyz 0 3
P -0.31870 -1.84247 -4.54875
P 0.25175 1.61529 -4.65892
C -0.35661 -0.84046 -6.14895
C 0.64838 0.32350 -6.12876
H -1.38294 -0.46572 -6.33426
H -0.07944 -1.56570 -6.94852
H 1.66846 -0.03550 -5.95444
H 0.64988 0.86254 -7.09142
C -0.66576 2.61015 -5.96849
H -1.16598 3.49996 -5.58367
H -1.40051 2.03007 -6.55075
H 0.11085 2.95085 -6.66066
C 1.80389 2.57904 -4.87656
H 1.82694 2.94286 -5.89662
H 2.65281 1.91028 -4.69442
H 1.80178 3.43713 -4.18125
C -1.80531 -2.89230 -4.62066
H -1.83683 -3.53978 -3.74368
H -1.75734 -3.54580 -5.48596
H -2.74560 -2.32650 -4.68063
C 1.09896 -2.91552 -4.80438
H 2.01984 -2.34266 -4.70474
H 0.99714 -3.31250 -5.83156
H 1.07840 -3.75092 -4.08473
Pt 1.29118 -1.52404 -1.26944
C -0.54856 2.90797 -3.18515
C -1.94834 2.61425 -3.10168
C -2.53850 1.39420 -3.66906
C -2.04835 0.07446 -3.06284
C -0.62543 -0.41504 -3.29574
C 0.84156 0.40723 -3.35084
C 1.38156 1.32350 -2.16906
C 0.31152 2.46086 -1.93707
C 1.17894 -3.36723 -0.76521
H -0.33884 3.94021 -3.42904
H -2.58432 3.16563 -2.37373
H -2.53918 1.45476 -4.79746
H -3.58046 1.48561 -3.38657
H -2.25730 0.08333 -1.96260
H -2.72180 -0.69124 -3.46417
H -0.53698 -1.17893 -2.44732
H 1.64660 -0.18158 -3.88680
H 2.38583 1.81326 -2.46002
H 1.63993 0.90951 -1.16502
H -0.27901 2.02088 -1.12317
H 0.77522 3.33104 -1.44547
H 1.69228 -3.37756 0.19864
H 1.63381 -4.03750 -1.47696
H 0.12879 -3.60072 -0.63023
C 0.92936 -0.58894 0.37900
C 0.72555 0.12822 1.39770
C 0.34264 0.83975 2.59219
C -0.53335 0.25456 3.56508
C -0.82214 0.89515 4.76586
C -0.25632 2.14318 5.05283
C 0.55225 2.78041 4.09553
C 0.84124 2.13046 2.88917
H -0.92272 -0.72796 3.34701
H -1.45658 0.39577 5.50790
H -0.40287 2.61161 6.04445
H 0.99661 3.75791 4.30502
H 1.50159 2.59836 2.16737
*
```



3.
ORCA calculation (ωB97M-V/def2-TZVPD) on C6H12N2O5SSr as an isolated structure.

HOMO energy: -15.64 eV

ORCA input file:
```
! RIJCOSX wB97M-V def2-TZVPD def2/J DEFGRID3
* xyz 2 1
N -2.28521 1.61706 1.27517
C -1.05804 2.41584 0.97282
C 0.24703 1.53819 1.05579
O 1.51166 2.24793 1.10859
S 2.57846 0.97479 1.25508
O 3.89227 1.50335 0.87734
O 2.54604 0.18848 2.50163
O 1.78787 -0.00376 0.12492
C 0.35284 0.17991 0.22006
C -0.12294 0.17214 -1.27981
C -0.70140 -1.21774 -1.78022
C -0.24329 -2.49445 -0.92693
N 1.12059 -2.82101 -0.61330
O -1.12203 -3.30627 -0.52355
H -2.02975 1.02396 2.07446
H -2.43678 0.98438 0.48592
H -1.12660 2.95604 -0.00232
H -0.99538 3.17146 1.80308
H 0.19188 1.13781 2.11346
H -0.20386 -0.53444 0.88748
H -0.92345 0.94388 -1.46934
H 0.75130 0.45346 -1.92707
H -1.86387 -1.18525 -1.74191
H -0.40293 -1.33146 -2.90515
H 1.30362 -2.42462 0.31995
H 1.19148 -3.83696 -0.48782
Sr -1.95951 -2.35273 -3.41834
*
```



4.
ORCA calculation (ωB97M-V/def2-TZVPD) on C17H22N3O4SW as an isolated structure.

HOMO energy: -17.08 eV

ORCA input file:
```
! RIJCOSX wB97M-V def2-TZVPD def2/J DEFGRID3
* xyz 3 1
W -0.93080 -0.26562 0.99506
C -0.42368 -4.15306 2.57410
C 0.00755 -3.09046 1.59223
O -0.84163 -2.07069 1.66744
C 1.15642 -3.09176 0.90901
C 1.44754 -2.08361 -0.06514
C 2.53786 -2.36712 -1.04102
N 0.65127 -0.97809 -0.20295
N 0.85694 -0.30713 -1.39858
C -0.19565 0.27925 -1.72820
O -1.32576 0.26073 -0.74229
C -0.44806 1.10174 -2.86800
C 0.69183 1.56576 -3.61456
C 0.54915 2.21209 -4.81978
C -0.76505 2.51752 -5.26674
C -1.88085 2.11113 -4.53368
C -1.69415 1.40554 -3.31491
H -1.53372 -4.08909 2.77315
H 0.03885 -4.06081 3.57095
H -0.25261 -5.22185 2.10861
H 1.78520 -3.93136 0.88159
H 3.10549 -3.25568 -0.81521
H 3.19627 -1.52772 -1.23624
H 2.11380 -2.59031 -2.03824
H 1.71554 1.51444 -3.26538
H 1.45764 2.62326 -5.36232
H -0.94548 2.96780 -6.18974
H -2.88740 2.23922 -4.96113
H -2.56192 1.08334 -2.80235
C -1.13086 2.88282 0.47407
O -0.32976 1.80415 1.12016
C 0.93513 2.29126 1.81261
C 1.54562 1.00024 2.35737
O 0.51444 -0.01435 2.58728
C 0.76307 -0.79452 3.76806
H -1.45562 3.52694 1.34406
H -1.96514 2.39251 -0.09431
H -0.55522 3.30651 -0.30639
H 0.43770 2.97096 2.57116
H 1.57555 2.81214 1.11028
H 2.17900 1.26715 3.18446
H 2.21451 0.55363 1.62530
H 1.87578 -0.97146 3.80324
H 0.15827 -1.70745 3.64859
H 0.45005 -0.26121 4.72993
S -5.32429 0.06099 2.05131
C -3.86465 0.04465 1.78290
N -2.64818 0.03762 1.62423
*
```



Number 1: M 103.096 g/mol. Number 2: M 569.567 g/mol. Number 3: M 311.858 g/mol. Number 4: M 548.287 g/mol.